DFT (wB97M-V/def2-TZVPD) results for an isolated molecule of CH5I3Si2.

max |F|	3.5	eV/A
LUMO energy (spin up / spin down)	-0.255 / -4.536	eV
net charge	0
multiplicity	3
Kohn-Sham gap (spin up / spin down)	5.63 / 4.64	eV
ΔE to the lowest compared entry with this formula, charge and spin	68.3	kJ/mol
⟨S²⟩	2.01

XYZ file:
```
11
CH5I3Si2 wB97M-V/def2-TZVPD
C -0.5788 2.4984 -0.1576
Si -0.7090 0.5748 -0.2850
Si -2.8941 -0.2106 0.0205
I -4.3312 2.0334 -0.2931
I -3.7300 -1.2820 2.1587
I -3.9194 -1.7236 -1.6459
H -1.2628 2.5507 0.7340
H 0.3950 2.9919 0.0349
H -1.0106 3.1812 -0.8318
H -0.1485 -0.0537 -1.4799
H -0.0485 0.1384 1.0291
```

So, what does the Löwdin scheme give us? The charges, in e, come out as: atom 1 (C): -0.3359, atom 2 (Si): 0.3568, atom 3 (Si): -0.8296, atom 4 (I): 0.1519, atom 5 (I): 0.4754, atom 6 (I): 0.3294, atom 7 (H): -0.0064, atom 8 (H): 0.0274, atom 9 (H): -0.0176, atom 10 (H): -0.0983, atom 11 (H): -0.0530